1.
The following is a DFT calculation (ωB97M-V/def2-TZVPD) of 9 unconnected molecules or ions with the total composition C26H72N2O15.

Structure (XYZ):
```
115
Properties=species:S:1:pos:R:3:forces:R:3:lowdin_charge:R:1
C 10.0845 10.1726 12.7238 -0.9 -1.4 0.5 -0.073
C 8.9725 10.8208 11.9468 0.9 2.2 1.9 -0.271
O 8.3954 11.7977 12.8493 -1.8 -0.1 -0.5 -0.166
H 10.7421 10.9473 13.0535 0.9 0.2 -0.3 0.049
H 10.4761 9.4096 12.0575 0.9 0.0 0.1 0.082
H 9.7872 9.6333 13.6803 -0.2 0.7 -1.2 0.086
H 8.2815 10.1486 11.5767 -1.8 -1.5 -0.5 0.094
H 9.3402 11.3931 11.1017 0.4 -0.2 -0.3 0.101
H 7.3672 11.7121 12.8364 1.5 -0.1 0.2 0.074
C 15.5783 15.6624 12.0833 0.4 0.1 -0.6 -0.092
C 14.8558 16.9787 11.8084 -1.0 -0.3 -1.1 -0.345
O 15.7659 17.9792 11.4595 1.3 1.3 -0.5 -0.104
H 16.1588 15.3580 11.1797 -0.3 0.3 0.6 0.082
H 14.8911 14.8489 12.2620 -0.3 -0.2 0.3 0.050
H 16.2852 15.7637 12.9236 -0.3 0.0 -0.3 0.077
H 14.2697 17.3632 12.6730 0.6 -0.3 -0.4 0.112
H 14.1180 16.9053 10.9544 0.5 -0.4 0.9 0.121
H 16.2260 17.8704 10.5920 -0.9 -0.4 1.1 0.108
C 10.4563 16.2445 11.9507 -1.9 -0.2 0.3 -0.054
C 9.4140 15.1709 12.1391 -0.7 -0.2 1.1 -0.311
O 9.7781 13.9096 11.6101 -0.2 -0.6 0.3 -0.104
H 9.9568 17.1781 12.2524 0.6 -0.1 -0.3 0.086
H 10.6988 16.1920 10.9211 0.2 0.5 -1.3 0.071
H 11.3449 16.0862 12.4647 1.5 -0.2 1.3 0.039
H 8.5544 15.5471 11.5963 -0.6 0.0 -0.1 0.093
H 9.0754 14.9782 13.2040 0.5 0.7 -0.8 0.117
H 9.2385 13.2868 12.1533 0.4 -0.1 -0.5 0.040
C 12.3938 10.3727 17.7091 0.3 -1.2 -1.2 -0.102
O 11.2197 10.8814 17.0814 1.2 0.1 -0.6 -0.182
C 11.5243 11.4761 15.7990 -0.5 -0.1 0.1 -0.198
C 10.3970 12.4365 15.5299 0.0 -0.2 0.6 -0.206
N 10.4876 13.5310 16.4677 -0.2 0.9 0.3 -0.050
C 9.2284 14.2733 16.6951 -0.4 -2.0 0.7 -0.180
C 9.4282 15.6183 17.2608 0.4 -0.3 0.9 -0.219
O 10.1310 15.4886 18.5001 0.3 -0.4 -0.5 -0.180
C 10.0438 16.6118 19.3239 -1.9 0.2 1.6 -0.127
H 13.0577 9.8510 16.9642 -0.5 0.5 0.5 0.101
H 12.1369 9.5962 18.4252 -0.3 0.2 0.2 0.083
H 12.9766 11.1427 18.1802 0.2 0.5 0.3 0.079
H 11.4187 10.7779 14.9691 0.5 -0.7 0.3 0.094
H 12.5480 11.9384 15.7396 -1.0 -0.3 0.4 0.123
H 9.4508 11.9037 15.7009 0.1 -0.2 -0.5 0.128
H 10.4928 12.7468 14.5024 -0.3 0.4 -0.4 0.110
H 10.7676 13.0943 17.3388 0.0 0.3 0.3 0.123
H 8.5092 13.7158 17.3921 0.9 0.3 -0.9 0.157
H 8.7048 14.3938 15.7620 -0.1 -0.1 -0.6 0.096
H 8.4159 15.9542 17.4613 -0.1 0.9 -0.1 0.122
H 9.9918 16.1975 16.5291 -0.1 0.7 0.2 0.115
H 9.1454 16.5522 20.0530 1.2 -0.3 -0.9 0.111
H 9.7812 17.4749 18.7252 0.5 0.6 -0.1 0.059
H 10.9336 16.7377 19.9579 -0.1 0.0 -0.6 0.096
C 7.0603 7.3753 14.4529 0.8 0.4 0.2 -0.120
O 6.2026 8.4765 14.4244 -0.5 1.2 0.0 -0.179
C 6.8361 9.6543 14.9358 -0.2 -0.1 0.6 -0.200
C 6.0465 10.9274 14.7605 -1.2 -0.6 -0.5 -0.199
N 5.6995 11.2301 13.3923 1.0 0.7 -1.7 -0.078
C 4.8304 12.3722 13.1763 -1.0 0.0 0.1 -0.179
C 5.4127 13.7811 13.2714 0.6 -0.8 0.5 -0.217
O 5.8685 14.0156 14.5900 0.3 0.5 0.4 -0.206
C 6.2449 15.3864 14.8389 -0.3 -0.7 -2.7 -0.080
H 6.5631 6.5429 14.0049 -0.3 -0.5 -0.4 0.081
H 7.3290 7.1230 15.4716 0.1 -0.2 0.4 0.085
H 8.0038 7.5852 13.9242 -0.2 -0.1 -0.1 0.086
H 7.7867 9.7645 14.3997 0.1 0.0 0.6 0.092
H 6.9058 9.6062 16.0572 0.7 -0.4 -0.9 0.145
H 6.6022 11.7593 15.1612 0.4 0.2 0.2 0.108
H 5.1140 10.8731 15.3191 -0.2 -0.1 0.5 0.123
H 5.3675 10.4592 12.8254 0.1 -0.2 0.6 0.130
H 4.0028 12.3235 13.9147 0.2 0.2 -0.1 0.126
H 4.3306 12.2720 12.1900 0.5 0.1 0.4 0.131
H 4.5681 14.4160 13.1379 -0.7 0.9 -0.7 0.109
H 6.2087 13.9964 12.5320 -0.3 -0.1 0.2 0.113
H 5.4625 16.0977 14.4780 0.3 -0.5 0.4 0.101
H 7.1586 15.6119 14.2316 -0.4 0.0 0.8 0.083
H 6.3825 15.4398 15.8815 0.3 0.4 1.1 0.063
C 6.9705 13.1619 9.7236 0.2 -2.7 0.2 -0.285
C 6.2000 14.3967 9.5683 0.9 1.7 0.9 -0.310
O 4.8913 14.0622 9.7183 -2.9 -0.7 0.4 -0.048
O 8.2455 13.2277 9.1687 0.7 0.1 -0.2 -0.049
H 6.4380 12.3288 9.1942 0.1 0.8 0.2 0.142
H 7.0008 12.7966 10.7680 0.0 0.4 -0.2 0.104
H 6.3795 14.7930 8.5903 0.4 0.5 -0.7 0.120
H 6.4287 15.1616 10.3512 0.5 -0.3 -0.6 0.126
H 4.3932 14.8362 9.9833 -0.2 0.0 -0.1 0.095
H 8.8904 13.2963 9.8814 0.2 0.4 0.1 0.046
C 12.4689 18.4625 15.6557 -2.6 -0.1 -2.1 -0.210
C 12.2715 18.4429 17.0898 -1.8 -1.4 1.5 -0.237
O 12.8553 17.2596 17.6471 -0.1 0.3 0.2 -0.066
O 11.7174 17.4120 14.9597 0.9 0.8 0.7 -0.107
H 13.4977 18.3887 15.5454 2.1 -0.4 -1.0 0.095
H 12.1156 19.4039 15.2059 0.2 -0.2 0.2 0.137
H 11.1848 18.4535 17.3601 0.7 0.3 -0.2 0.111
H 12.7628 19.2925 17.4876 0.5 0.8 0.8 0.117
H 12.2645 16.5172 17.4401 0.4 0.0 0.0 0.065
H 12.1367 16.5451 15.1834 -0.1 0.2 -0.2 0.044
C 8.6095 19.2736 15.5237 -0.2 -0.9 0.2 -0.253
C 7.1200 19.1723 15.6631 0.7 0.5 -0.6 -0.258
O 6.5321 19.5335 14.4417 -0.5 -0.7 -1.2 -0.062
O 9.0016 18.3271 14.5676 -1.1 -0.2 -1.0 -0.064
H 9.0503 19.0185 16.4619 0.5 0.1 1.0 0.096
H 8.8323 20.2803 15.2478 0.5 0.8 -0.3 0.117
H 6.7961 19.9018 16.3864 -0.3 0.1 0.4 0.122
H 6.8699 18.1692 15.9524 -0.4 -0.6 0.3 0.099
H 6.8223 18.8855 13.7587 -0.1 0.7 0.8 0.100
H 9.9162 18.0685 14.5982 1.0 -0.1 0.4 0.028
C 13.9663 14.4352 15.5246 0.3 -0.7 1.5 -0.222
C 15.0694 15.1987 16.2351 -1.4 0.8 -0.5 -0.257
O 14.9006 15.0373 17.6119 -0.1 1.0 1.1 -0.055
O 12.7204 15.0382 15.7373 -0.9 0.3 -0.2 -0.114
H 13.9633 13.4603 16.0460 0.1 0.1 -0.5 0.114
H 14.2106 14.3153 14.4883 0.0 -0.1 -0.8 0.095
H 15.0577 16.2676 15.9241 0.1 -0.5 0.2 0.130
H 15.9927 14.7592 15.9825 1.3 -0.4 -0.6 0.100
H 14.6959 15.9179 17.9769 -0.1 -0.6 -0.1 0.081
H 11.9507 14.4233 15.9423 0.5 0.2 0.0 0.074
```
Forces are in eV/Å.

- Total energy: -61816.6746 eV
- Structure (SMILES): COCCNCCOC.COCCNCCOC.OCCO.OCCO.OCCO.OCCO.CCO.CCO.CCO
- Energy above the lowest of the compared OMol25 structures with the same formula, charge and spin: 0.0000 eV
- Frontier orbital gap: 0.365 hartree

=====

2.
The following is a DFT calculation (ωB97M-V/def2-TZVPD) of 7 unconnected molecules or ions with the total composition C26H72N6O7.

Structure (XYZ):
```
111
Properties=species:S:1:pos:R:3:forces:R:3:lowdin_charge:R:1
C -3.0326 14.8499 7.5479 -0.2 0.0 -1.2 -0.111
C -3.7311 16.1852 7.5706 0.0 0.7 1.8 -0.447
C -4.3946 16.7777 6.2732 1.2 -1.1 1.1 -0.166
O -3.4420 16.8909 5.2222 0.1 -0.3 -0.9 -0.213
C -3.3113 15.7745 4.2749 -0.1 0.8 2.3 -0.075
N -4.6276 16.1409 8.7249 -1.4 -0.8 0.1 0.024
H -3.7325 14.0619 7.2699 0.2 -0.2 -0.3 0.077
H -2.5901 14.5720 8.5045 -0.1 0.3 0.1 0.064
H -2.2212 15.0402 6.8453 0.2 -0.9 -0.2 0.068
H -2.9217 16.7898 7.9799 0.3 1.1 -1.2 0.114
H -4.7499 17.7683 6.5570 0.1 0.1 -0.3 0.113
H -5.2584 16.1739 5.9951 -0.1 -0.2 -0.1 0.119
H -2.3514 15.9068 3.7757 -0.4 0.3 -0.4 0.083
H -4.1987 15.7235 3.6441 0.2 0.0 -0.3 0.081
H -3.1927 14.8709 4.8730 -0.3 -0.3 -0.2 0.059
H -5.3290 16.8518 8.8756 0.3 0.4 -0.4 0.039
H -4.0731 16.0579 9.5650 -0.1 0.1 0.1 0.034
C -7.8702 16.3935 10.0896 0.2 0.1 0.9 -0.076
C -7.7671 16.1618 11.6363 -0.6 -0.3 -0.8 -0.410
C -6.4421 15.5022 12.0010 -1.0 -1.2 0.1 -0.252
O -6.6630 14.7519 13.2050 1.7 0.7 0.2 -0.202
C -5.4094 14.5964 13.9451 -1.6 -0.8 -1.2 -0.122
N -7.8310 17.4471 12.3544 -0.1 0.0 -1.6 0.033
H -7.4349 15.6009 9.4810 0.3 -0.1 0.3 0.064
H -7.3440 17.3293 9.9012 -0.1 -0.1 -0.4 0.042
H -8.9124 16.4405 9.7741 0.0 0.5 0.1 0.066
H -8.6454 15.5613 11.8731 0.4 -0.4 0.5 0.132
H -5.6690 16.2581 12.1391 0.1 0.2 0.1 0.087
H -6.0817 14.8553 11.2012 0.0 -0.4 -0.1 0.110
H -4.6828 14.0717 13.3247 0.2 0.0 -0.2 0.069
H -5.7042 13.8850 14.7166 0.4 0.6 0.6 0.080
H -4.9898 15.5648 14.2176 -0.2 -0.1 0.5 0.072
H -8.0559 17.4275 13.3389 0.3 -0.5 0.0 0.063
H -6.8561 17.6480 12.1833 0.0 1.7 1.0 0.024
C -0.7938 20.2243 9.0241 0.6 0.4 1.0 -0.088
C -0.1420 21.6661 8.8758 0.5 -1.4 0.5 -0.372
C 1.1603 21.9314 9.8289 -2.0 -1.1 -0.6 -0.182
O 0.9574 21.5584 11.1904 -0.5 -0.2 0.0 -0.209
C -0.1986 22.1452 11.8068 0.6 0.5 -0.5 -0.147
N 0.1948 21.9502 7.4649 0.3 0.6 0.4 0.016
H -1.4777 19.9056 8.2374 0.3 0.5 -0.5 0.057
H -1.4201 20.1178 9.9098 0.0 0.4 0.3 0.028
H -0.0623 19.4307 9.1765 0.3 0.1 -0.4 0.060
H -0.8715 22.3694 9.2774 -0.2 0.2 -0.6 0.092
H 1.4216 22.9891 9.7952 0.0 0.2 -0.3 0.109
H 1.9703 21.2996 9.4645 0.2 0.1 0.1 0.111
H -0.3573 23.1106 11.3262 -0.4 0.2 0.1 0.074
H -0.0134 22.3486 12.8615 0.3 -0.2 0.0 0.077
H -1.1085 21.5489 11.7393 0.1 -0.2 -0.3 0.060
H 1.1463 21.7181 7.2183 0.2 0.0 0.4 0.051
H -0.3558 21.4498 6.7819 -0.5 -0.1 0.4 0.056
C -4.3899 22.5315 8.5913 -0.8 -1.0 -0.6 -0.060
C -5.1988 21.4562 7.7494 0.4 0.4 0.5 -0.402
C -6.6013 21.1513 8.3367 1.4 -0.1 0.4 -0.234
O -7.0933 19.8211 8.0453 -0.2 0.6 1.8 -0.198
C -8.2442 19.6791 8.9690 0.7 0.6 -1.1 -0.100
N -5.3400 21.8564 6.3841 -0.1 -0.1 -1.5 0.028
H -4.9528 23.4528 8.7409 -0.5 -0.1 0.2 0.050
H -3.5042 22.8965 8.0714 0.2 -0.5 -0.2 0.053
H -4.1243 22.1115 9.5615 0.1 0.1 0.0 0.047
H -4.6469 20.5322 7.5771 0.2 -0.3 1.3 0.119
H -7.2531 21.9296 7.9399 -0.5 0.0 -0.1 0.116
H -6.5326 21.3155 9.4120 -0.2 -0.3 0.2 0.092
H -8.9504 20.3536 8.4847 -0.8 -0.3 0.5 0.071
H -8.0018 20.0474 9.9659 0.2 0.2 0.0 0.072
H -8.5941 18.6615 9.1430 0.1 0.1 -0.9 0.053
H -5.5781 22.8266 6.2352 -0.2 -0.1 0.4 0.019
H -6.1278 21.2914 6.1013 -0.1 0.1 -1.0 0.062
C -2.2528 24.7281 5.5470 0.1 -0.3 -1.1 -0.069
C -3.6561 24.5041 4.9336 0.4 -0.3 1.2 -0.410
C -4.6915 25.2570 5.8162 0.9 0.6 -0.2 -0.204
O -5.8457 24.5356 6.1581 -1.1 0.5 0.7 -0.227
C -6.6559 25.2988 7.0606 -0.6 -0.1 0.0 -0.126
N -3.7167 24.8946 3.5259 -0.5 0.6 -0.3 0.022
H -1.5528 24.0906 5.0070 0.1 -0.2 0.1 0.065
H -2.1807 24.4724 6.6041 -0.2 0.0 -0.1 0.062
H -1.8601 25.7292 5.3692 -0.3 0.3 0.2 0.074
H -3.8407 23.4298 4.9376 -0.2 -0.1 0.8 0.114
H -4.9563 26.2026 5.3430 -0.2 0.1 -0.5 0.120
H -4.2378 25.5875 6.7506 0.4 -0.2 0.2 0.111
H -7.5715 24.8078 7.3903 -0.1 -0.7 -1.0 0.076
H -6.9436 26.2351 6.5826 0.1 0.2 0.1 0.083
H -6.2826 25.4897 8.0667 1.3 0.2 -0.2 0.074
H -3.2010 24.2430 2.9519 0.7 -0.1 0.2 0.064
H -4.6545 24.6500 3.2415 -0.5 0.4 -0.2 0.065
C -13.6100 17.7339 4.5205 -0.2 0.2 -1.0 -0.063
C -12.4284 18.2084 3.6473 0.1 0.9 0.3 -0.471
C -11.1877 18.3197 4.5115 0.6 -0.4 0.4 -0.179
O -9.9663 18.8929 3.9261 -2.6 -0.1 -0.3 -0.161
C -8.9457 19.0878 4.8281 1.5 -0.3 2.1 -0.170
N -12.1391 17.2980 2.5652 0.1 -0.8 -0.4 0.025
H -14.4593 17.6625 3.8410 -0.1 -0.6 -0.1 0.068
H -14.0211 18.4015 5.2777 0.8 0.3 0.2 0.073
H -13.3835 16.7638 4.9629 -0.1 0.0 -0.1 0.081
H -12.6645 19.0987 3.0644 -0.2 1.1 1.2 0.134
H -10.9846 17.2837 4.7827 0.4 -0.3 0.0 0.125
H -11.5471 18.7319 5.4544 0.7 1.0 0.1 0.119
H -9.1460 19.6282 5.7533 -0.9 0.8 -0.2 0.071
H -8.0529 19.5734 4.4343 -0.4 0.0 -0.7 0.087
H -8.5804 18.1900 5.3268 0.1 -0.9 -0.6 0.082
H -12.8229 17.5142 1.8540 -0.1 -0.4 -0.4 0.067
H -11.2892 17.7197 2.2189 0.5 -0.5 -0.6 0.067
C -11.3339 20.6874 10.5638 0.6 2.2 -0.1 -0.132
C -11.4223 19.8422 11.7898 -0.7 0.0 -0.2 -0.331
O -12.7289 19.3057 11.7816 -1.0 -1.5 0.1 -0.100
H -10.4724 21.3549 10.5834 0.7 -0.4 -0.2 0.060
H -12.0936 21.4690 10.5603 -0.7 -0.3 0.1 0.065
H -11.3986 20.1789 9.6019 0.1 -0.3 0.3 0.074
H -11.4025 20.3548 12.7515 1.1 0.5 -0.2 0.110
H -10.6646 19.0605 11.7365 -0.2 -0.2 0.4 0.103
H -13.2996 19.9089 12.2632 0.0 -0.1 -0.1 0.073
```
Forces are in eV/Å.

- Total energy: -51394.1886 eV
- Multiplicity: 2
- <S²>: 0.7505
- Total charge: -1
- Energy above the lowest of the compared OMol25 structures with the same formula, charge and spin: 1.5396 eV
- Frontier orbital gap (spin up / spin down): 0.062 / 0.319 hartree